Molecular formula: C28H31ClN7O7S2Y
Method: DFT, the ωB97M-V functional and the def2-TZVPD basis

```
77
Properties=species:S:1:pos:R:3:forces:R:3:lowdin_charge:R:1
Y -0.37364 0.08080 0.06901 0.5 -0.2 -0.2 1.192
O 1.68224 -1.92230 3.04585 -0.1 0.1 -0.1 -0.262
Cl 0.69129 -1.92295 2.03744 -0.5 0.5 -0.6 0.719
O 0.04632 -3.18181 1.88346 0.3 0.3 0.1 -0.274
O -0.32272 -0.85256 2.26468 0.5 -0.8 0.2 -0.421
O 1.28128 -1.50322 0.71680 -0.1 -0.4 0.6 -0.459
C -0.42913 4.26010 4.90477 -0.1 0.0 0.2 -0.073
C 0.25881 4.89193 3.70860 0.1 0.0 -0.2 -0.207
N 0.99855 3.93539 2.86862 0.3 0.0 0.0 -0.124
C 2.45701 3.98933 3.01093 -0.2 0.0 -0.1 -0.253
C 2.93520 3.41382 4.33140 0.1 -0.1 0.1 -0.072
C 0.36195 3.08820 2.04506 -0.5 0.4 0.2 -0.648
S 1.30009 1.95857 1.14453 0.1 0.2 0.1 0.681
N -0.99004 3.31139 2.06476 0.5 -0.2 -0.1 0.115
C -1.88932 2.56890 1.47520 -0.1 -0.3 -0.2 -0.398
O -1.69140 1.50879 0.79576 -0.7 0.8 0.5 -0.233
C -3.31940 2.97243 1.62421 0.1 0.2 0.1 -0.129
C -4.32103 2.14062 1.13731 -0.1 0.0 0.0 -0.009
C -5.65255 2.50268 1.28356 0.0 0.0 0.0 -0.073
C -5.98619 3.69374 1.91199 0.0 0.0 0.0 -0.087
C -4.98693 4.52512 2.40307 0.0 0.0 0.0 -0.079
C -3.65724 4.16325 2.26226 -0.1 0.0 0.0 -0.024
H -0.90372 5.03552 5.51002 0.0 0.0 0.0 0.077
H 0.27807 3.72924 5.54161 0.0 0.0 0.0 0.065
H -1.20154 3.56115 4.59044 0.0 0.0 -0.1 0.066
H 1.00349 5.61819 4.03760 0.0 0.0 0.1 0.113
H -0.46144 5.42208 3.08859 0.0 0.0 0.0 0.107
H 2.75191 5.03596 2.90081 0.0 0.0 0.1 0.119
H 2.89739 3.44409 2.18477 0.0 0.0 0.0 0.045
H 2.55087 3.96422 5.19081 0.0 0.0 0.0 0.064
H 4.02431 3.45292 4.38044 0.0 0.0 0.0 0.077
H 2.62363 2.37241 4.42265 0.0 0.0 0.0 0.084
H -4.05623 1.20624 0.66091 0.0 0.0 0.0 0.111
H -6.42954 1.84860 0.90987 0.0 0.0 0.0 0.103
H -7.02565 3.97504 2.02453 0.0 0.0 0.0 0.101
H -5.24594 5.45250 2.89732 0.0 0.0 0.0 0.101
H -2.86758 4.79643 2.64273 0.0 0.0 0.0 0.100
N 1.62852 -0.03145 -1.61648 -0.1 0.1 0.0 -0.020
N 1.81730 0.88673 -2.65854 -0.2 0.0 0.2 -0.049
C 0.82412 1.73899 -3.00837 0.2 0.0 -0.2 -0.850
N 1.06503 2.41499 -4.14954 -0.1 0.0 0.0 0.093
S -0.57770 2.01055 -2.14324 0.0 -0.1 0.0 0.688
H 2.47693 -0.08330 -1.06526 0.0 -0.1 0.0 0.100
H 1.40082 -0.93682 -2.02935 0.0 -0.1 0.0 0.078
H 2.45572 0.59335 -3.38216 0.0 0.0 -0.1 0.151
H 1.95928 2.39883 -4.60814 0.0 0.0 0.0 0.108
H 0.40207 3.12001 -4.41601 0.0 0.0 0.0 0.092
O -2.49102 -1.35627 0.09456 0.1 0.0 -0.1 0.000
C -2.15230 -1.80195 -1.01007 0.2 0.0 0.0 -0.553
N -2.77080 -2.73159 -1.77688 0.0 0.0 0.0 0.178
C -2.11480 -2.82920 -3.08319 0.0 0.1 0.0 -0.255
C -0.86996 -1.93150 -2.81363 0.0 -0.2 -0.1 -0.441
O 0.05299 -1.78853 -3.59724 0.1 0.1 0.1 0.064
N -0.99503 -1.35755 -1.60211 -0.2 -0.5 -0.4 0.032
C -2.99926 -2.19274 -4.15373 0.0 -0.1 0.0 -0.144
C -4.01705 -2.95070 -4.72780 0.0 0.0 0.0 -0.030
C -4.90252 -2.37828 -5.62736 0.0 0.0 0.0 -0.075
C -4.77622 -1.03832 -5.96856 0.0 0.0 0.0 -0.088
C -3.76414 -0.27907 -5.40272 0.0 0.0 0.0 -0.070
C -2.87710 -0.85114 -4.49970 0.0 0.0 0.0 -0.010
C -1.67889 -4.24310 -3.42680 0.0 0.0 0.1 -0.160
C -1.17101 -4.51586 -4.69448 0.0 0.0 0.0 -0.029
C -0.74785 -5.79379 -5.01568 0.0 -0.1 0.0 -0.073
C -0.82527 -6.81703 -4.07764 0.0 0.0 0.0 -0.091
C -1.32000 -6.54819 -2.81264 0.0 0.1 0.0 -0.077
C -1.74303 -5.26355 -2.48735 0.1 0.0 0.0 -0.021
H -3.73625 -2.97056 -1.62062 0.0 0.0 0.0 0.168
H -4.10661 -4.00171 -4.47912 0.0 0.0 0.0 0.122
H -5.68825 -2.97985 -6.06593 0.0 0.0 0.0 0.103
H -5.46420 -0.59018 -6.67379 0.0 0.0 0.0 0.101
H -3.65972 0.76681 -5.66164 0.0 0.0 0.0 0.104
H -2.09492 -0.23630 -4.07039 0.0 0.0 0.0 0.098
H -1.10740 -3.72208 -5.42754 0.0 0.0 0.0 0.124
H -0.35517 -5.99702 -6.00386 0.0 0.0 0.0 0.103
H -0.49913 -7.81681 -4.33359 0.0 0.0 0.0 0.100
H -1.37686 -7.33208 -2.06869 0.0 0.0 0.0 0.103
H -2.10969 -5.05623 -1.49139 0.0 0.0 0.0 0.111
```
Positions in Å, forces in eV/Å.

Properties
HOMO level in eV: -8.49
Energy relative to the best compared isomer or geometry (same formula, charge and spin) in kcal/mol: 11.0
Molar mass in g/mol: 766.1
Gap between HOMO and LUMO in eV: 8.648



Molecular formula: C4H7NO2
Method: DFT, the ωB97M-V functional and the def2-TZVPD basis

```
14
Properties=species:S:1:pos:R:3:forces:R:3:lowdin_charge:R:1
N 0.53507 -1.29347 1.88759 0.0 -0.1 0.0 0.163
C 0.42263 -0.21094 1.07663 0.7 0.1 -0.1 -0.566
O 1.42086 0.26036 0.55687 0.6 -0.2 0.8 0.024
C -0.89316 0.34548 0.62544 0.6 0.3 -0.9 -0.009
C -0.47295 0.78444 -0.90497 -1.0 0.1 0.4 -0.258
C 0.37866 0.23285 -2.01247 -0.1 -0.1 0.4 -0.101
O -1.03659 0.08257 -1.97849 -0.7 0.0 -0.4 -0.052
H 1.46510 -1.68331 1.89780 -0.1 0.0 0.4 0.109
H -0.15566 -1.63596 2.53072 -0.1 0.0 -0.2 0.100
H -1.11027 1.30068 1.12612 0.4 -0.2 -0.1 0.112
H -1.77062 -0.29205 0.90081 0.7 0.2 -1.2 0.123
H -0.50057 1.87631 -0.92951 -0.5 -0.1 -0.3 0.128
H 1.01196 -0.65407 -1.93288 -0.5 0.0 0.3 0.110
H 0.70553 0.88709 -2.84366 -0.1 0.0 0.8 0.116
```
Positions in Å, forces in eV/Å.

Properties
Structure (SMILES): NC(=O)C[C@H]1CO1
HOMO level in eV: -9.49
Energy relative to the best compared isomer or geometry (same formula, charge and spin) in kcal/mol: 61.5
Molar mass in g/mol: 101.1
Gap between HOMO and LUMO in eV: 10.357